Density functional theory data (ωB97M-V with the def2-TZVPD basis set) for a structure of composition C35H57CaO3PSi2 in a non-equilibrium geometry.

CARTESIAN COORDINATES (ANGSTROEM)
Ca1 -1.0094 -1.2949 -0.8134
P1 -0.4375 -0.0124 3.5599
Si1 -3.9538 -0.5404 -0.5027
Si2 4.3778 0.7373 -1.4448
O1 2.3340 0.7045 3.1657
O2 0.9896 0.9819 -5.3255
O3 -1.1849 -1.5555 -2.9476
C1 -4.7457 -0.0774 1.1341
C2 -2.8758 0.9518 -0.9671
C3 -0.9529 -4.0342 -3.1435
C4 1.1042 -1.2987 2.4058
C5 -0.6131 -0.3013 5.3099
C6 -0.8735 -2.7281 2.3342
C7 -1.3435 1.4054 2.9593
C8 5.8917 -0.0713 -2.1755
C9 -5.2961 -0.6902 -1.7941
C10 -1.5717 -1.2219 5.7865
C11 -1.5160 3.3558 1.5037
C12 -2.1261 -0.9424 -3.9269
C13 4.0564 2.6012 -1.4839
C14 -2.7573 3.6769 2.0688
C15 -0.7751 2.3921 -6.1310
C16 0.2337 0.3748 6.2124
C17 -0.8224 2.2211 1.9392
C18 3.9040 0.0790 0.2375
C19 -0.0549 -3.7197 1.7607
C20 2.2062 0.8607 -6.0486
C21 1.3525 -0.0086 3.0582
C22 -0.2927 -1.4847 2.5749
C23 -3.2777 2.8699 3.0830
C24 3.2160 0.1354 -2.7940
C25 1.9257 -2.3047 1.8862
C26 -1.8750 -1.3241 -5.3578
C27 -2.5971 1.7316 3.5280
C28 2.0329 1.1119 -7.5403
C29 0.4397 2.3202 -5.2298
C30 0.1011 0.1458 7.5809
C31 -3.0768 -2.1759 -0.4140
C32 -0.2961 -2.6854 -3.3633
C33 -0.8471 -0.7702 8.0500
C34 -1.6929 -1.4402 7.1593
C35 1.3035 -3.5082 1.5407
H1 -2.4718 1.4550 -0.0776
H2 0.1319 1.9771 1.4810
H3 -5.5897 -1.7435 -1.8678
H4 3.3903 0.8404 0.8332
H5 -0.2793 -4.8249 -3.4905
H6 -1.1092 4.0012 0.7323
H7 -1.8550 -4.1706 -3.7451
H8 -2.4450 -2.1462 7.5201
H9 -0.4743 2.3330 -7.1886
H10 3.3174 2.9279 -2.2354
H11 -0.9436 -0.9558 9.1233
H12 3.5914 -0.5318 -3.5833
H13 -3.4598 -2.9385 -1.1305
H14 -2.0403 0.7676 -1.6730
H15 3.2311 -0.7947 0.1984
H16 1.1679 0.5941 -7.9717
H17 -4.1237 0.6227 1.7130
H18 5.9200 -0.0086 -3.2683
H19 -3.5256 1.6864 -1.4708
H20 -2.1920 -1.7610 5.0707
H21 -1.5078 1.6119 -5.8905
H22 2.9933 -2.1235 1.8071
H23 -0.1092 -2.5055 -4.4258
H24 -5.7232 0.4037 0.9663
H25 -2.5945 -0.7926 -5.9849
H26 1.1752 3.0945 -5.5218
H27 1.9274 -4.3050 1.1235
H28 2.9347 0.7741 -8.0536
H29 -0.8914 -0.9933 -5.6955
H30 2.1939 -0.1868 -2.4626
H31 -3.0746 -2.6186 0.6036
H32 -1.2356 -4.2203 -2.0933
H33 0.9922 1.0627 5.8369
H34 -3.1231 -1.2250 -3.5801
H35 3.0437 1.1067 -3.2139
H36 -3.3170 4.5502 1.7234
H37 -4.9849 -0.3385 -2.7842
H38 -0.4793 -4.6973 1.5087
H39 -2.0079 0.1428 -3.7879
H40 -6.1777 -0.1192 -1.4829
H41 -4.2320 3.1165 3.5488
H42 0.6434 -2.5769 -2.7818
H43 2.9913 1.5092 -5.6188
H44 6.8215 0.3549 -1.7922
H45 5.0072 3.1094 -1.6855
H46 3.6556 2.8719 -0.4955
H47 0.7471 0.6719 8.2898
H48 -2.0225 -2.3917 -5.5535
H49 0.2018 2.4293 -4.1658
H50 -1.9252 -2.9148 2.5558
H51 -1.2623 3.3538 -5.9846
H52 1.9088 2.1700 -7.7845
H53 4.8314 -0.2014 0.7628
H54 5.8293 -1.1343 -1.9113
H55 -4.8921 -0.9891 1.7331
H56 2.5297 -0.1725 -5.8736
H57 -2.9951 1.0921 4.3188

Forces on the atoms, in the same order (eV/Å):
1.065 -0.138 2.060
2.354 -0.074 -0.848
-0.618 -1.402 0.486
-1.360 -0.992 -0.611
1.392 1.705 0.543
0.151 0.616 0.117
0.507 -0.390 -1.552
-0.077 0.234 0.282
0.401 0.286 -0.154
-0.181 -0.291 0.104
0.871 3.300 2.174
-0.760 -0.098 0.745
-0.103 0.922 0.167
-1.676 0.454 0.103
0.917 0.558 0.344
-0.306 0.117 -0.290
0.445 0.468 0.074
-0.409 -0.278 0.414
0.471 -0.301 0.760
0.447 0.056 0.200
0.214 -0.258 0.123
-0.097 0.414 -0.035
-0.351 -0.109 -0.107
-0.069 0.159 0.060
0.366 -0.024 0.036
-1.136 -1.242 -0.273
-0.242 -0.155 0.007
-1.238 -3.122 -1.354
-2.228 -1.241 -0.624
-0.123 -0.245 0.251
-1.460 -0.364 0.290
0.389 -1.045 -1.092
-0.096 0.035 -0.362
0.677 0.487 -0.404
0.168 0.139 -0.208
0.402 -1.036 -0.226
-0.029 -0.171 -0.067
-0.495 -0.305 0.131
-0.906 0.784 -0.244
-0.236 0.030 -0.071
0.181 -0.054 -0.088
1.326 0.764 -0.165
0.008 -0.158 -0.193
0.044 -0.052 0.211
0.018 0.197 -0.054
0.131 -0.146 0.110
0.126 0.119 0.264
0.082 -0.177 0.036
-0.036 0.329 0.045
0.310 0.227 -0.028
-0.196 -0.150 0.396
0.384 -0.285 0.197
0.051 0.088 -0.372
-0.080 0.083 0.468
0.090 0.596 0.371
-0.242 0.262 0.076
0.429 0.291 -0.141
0.203 -0.129 0.276
-0.206 -0.260 -0.139
-0.102 0.133 0.180
0.225 -0.190 0.090
0.059 0.112 0.218
0.271 0.078 -0.124
-0.182 -0.293 -0.020
0.455 -0.223 0.373
0.252 -0.135 0.144
-0.086 0.003 0.100
-0.140 -0.406 0.210
-0.299 0.138 0.165
-0.025 0.000 -0.106
0.038 -0.103 0.057
0.759 0.015 -0.224
-0.036 0.305 -0.527
0.245 0.117 -0.354
-0.182 -0.170 0.033
0.090 -0.047 -0.140
-0.378 0.357 -0.996
0.241 -0.277 0.157
-0.164 -0.038 0.061
0.066 0.394 0.141
0.011 -0.353 -0.088
0.057 0.012 -0.198
0.174 -0.009 -0.204
-0.467 0.058 -0.341
-0.275 -0.068 -0.156
0.209 -0.309 -0.016
-0.281 0.333 0.219
0.362 0.194 -0.263
-0.206 -0.216 -0.292
0.105 0.166 0.088
-0.131 0.293 -0.202
0.274 -0.025 -0.088
-0.173 0.153 -0.051
0.037 0.018 0.151
-0.419 -0.025 0.153
0.076 0.181 0.049
-0.047 0.309 -0.148
-0.055 0.179 -0.071
-0.019 0.310 -0.198

For the total energy, the calculation gives -3191.32274 Eh. The LUMO energy (alpha / beta) is -0.19 / 0.11 eV. As for the multiplicity: 1.


Density functional theory data (ωB97M-V with the def2-TZVPD basis set) for a structure of composition C35H57O3PSi2Y in a non-equilibrium geometry.

CARTESIAN COORDINATES (ANGSTROEM)
Y1 -0.8779 0.1000 -0.1923
P1 -1.9151 -0.5699 3.8909
Si1 4.5169 1.7257 -0.9965
Si2 -3.5760 -0.3049 0.1648
O1 0.9517 1.0595 -5.6473
O2 0.1370 -1.4984 0.8576
O3 -0.5818 -0.8127 -2.0602
C1 -2.1275 0.8290 7.7122
C2 -0.8116 0.6634 3.0476
C3 -0.9338 -1.9899 1.3868
C4 -4.7514 -1.0914 -1.0499
C5 -1.3681 -2.3050 3.8146
C6 -4.5106 0.1582 1.7064
C7 -2.9822 1.3247 -0.6885
C8 0.5878 0.5489 3.0124
C9 2.3535 0.8174 -5.8112
C10 -2.3694 0.5966 6.3609
C11 -0.8022 2.7014 -5.5377
C12 -0.3607 -3.2889 -2.1566
C13 5.5157 3.2763 -1.2976
C14 2.7752 2.1640 -1.5638
C15 -0.0695 -0.4480 7.5748
C16 0.7641 2.6601 1.8408
C17 -1.4806 -0.2018 5.6179
C18 -1.4100 1.7692 2.4036
C19 -1.1987 -1.1810 -4.3904
C20 4.5931 1.1734 0.7972
C21 5.0370 0.2488 -2.0240
C22 1.3682 1.5797 2.4768
C23 -1.4587 -3.2152 4.8852
C24 -0.8644 -4.4723 4.8113
C25 -0.9872 0.2952 8.3267
C26 2.7763 0.9143 -7.2680
C27 -0.7973 -2.7798 2.5965
C28 -0.6300 2.7483 1.7784
C29 0.5748 2.2970 -5.0326
C30 -1.7147 -0.7927 -3.0287
C31 -0.0525 -3.9631 2.5967
C32 -2.2697 -1.8240 0.6374
C33 -0.3008 -0.6799 6.2152
C34 -0.1046 -4.8181 3.6878
C35 0.3819 -1.9820 -2.2031
H1 6.5970 3.0852 -1.3231
H2 2.4468 3.1630 -1.3578
H3 -2.9196 2.1797 0.0041
H4 -5.7285 -1.1461 -0.5477
H5 0.9247 -1.8325 -3.1384
H6 1.3788 3.4445 1.3998
H7 -4.8435 -0.4638 -1.9466
H8 1.3060 3.1052 -5.2428
H9 0.4200 -1.2607 5.6399
H10 3.8036 0.4482 1.0424
H11 0.5693 -4.1834 1.7242
H12 5.5589 0.6839 0.9850
H13 1.0756 -0.3495 3.3972
H14 -1.0773 3.6781 -5.1339
H15 -5.4297 -0.4464 1.7088
H16 2.7363 1.9530 -7.6114
H17 -1.5649 1.9869 -5.2226
H18 -1.9723 -2.9213 5.8113
H19 2.1471 0.2923 -7.9148
H20 -0.9757 -5.1803 5.6393
H21 -3.8600 1.4605 -1.3446
H22 5.2317 3.7259 -2.2583
H23 -0.3065 -0.5971 -4.6428
H24 4.5007 2.0100 1.5030
H25 2.0879 1.4997 -1.0128
H26 -2.8381 1.4143 8.2954
H27 0.5437 2.1169 -3.9445
H28 1.0710 -1.8520 -1.3709
H29 -0.8232 2.7545 -6.6268
H30 -1.9643 -0.9797 -5.1482
H31 -3.2487 1.0101 5.8680
H32 2.6278 1.9773 -2.6404
H33 0.3092 -4.0900 -2.4912
H34 0.4296 -5.7631 3.6648
H35 -3.9506 -0.0232 2.6392
H36 -1.2488 -3.2981 -2.8007
H37 -4.4273 -2.1004 -1.3414
H38 -0.8161 0.4474 9.3919
H39 5.3266 4.0309 -0.5211
H40 6.1266 0.1533 -2.0635
H41 2.4905 -0.2163 -5.4572
H42 -0.6595 -3.5212 -1.1262
H43 -1.1158 3.5520 1.2252
H44 -2.4845 -1.4786 -2.6603
H45 0.8239 -0.8650 8.0449
H46 3.8067 0.5706 -7.3767
H47 -2.1258 1.4037 -1.4093
H48 2.4580 1.5128 2.5488
H49 -4.7882 1.2208 1.6525
H50 -2.2873 -2.5629 -0.2038
H51 4.6360 -0.6880 -1.6135
H52 -2.1196 0.2274 -3.0094
H53 -3.0310 -2.1716 1.3530
H54 2.9470 1.5225 -5.1894
H55 -2.4993 1.8471 2.3818
H56 -0.9584 -2.2498 -4.4316
H57 4.6570 0.3314 -3.0488

Forces on the atoms, in the same order (eV/Å):
1.561 0.825 3.287
-1.034 0.369 0.620
-0.049 0.085 -0.134
-0.012 -0.920 -0.069
0.037 0.582 -0.103
1.894 0.488 -1.717
0.317 -1.735 -2.220
0.243 -0.017 0.188
0.638 -0.686 -0.631
-1.565 0.634 0.225
-0.099 0.002 -0.024
0.938 -0.986 -0.983
-0.094 0.038 -0.012
-0.418 0.633 -0.108
0.002 0.347 -0.074
-0.187 -0.150 0.161
0.450 -0.454 -0.034
0.092 -0.021 0.128
0.006 -0.422 0.454
0.376 0.060 -0.051
-0.466 -1.009 0.028
-0.110 0.078 -0.197
0.064 0.195 -0.066
0.194 0.389 0.494
-0.023 -0.413 0.034
-0.153 0.070 -0.416
-0.085 0.117 0.221
0.013 -0.096 -0.185
0.104 -0.345 0.146
-0.143 0.399 0.318
-0.119 -0.045 -0.161
-0.126 -0.085 -0.327
-0.006 0.166 0.001
-0.402 0.333 1.262
-0.001 -0.391 -0.172
0.090 -0.239 -0.144
0.730 -0.418 0.089
-0.020 -0.050 -0.099
-0.278 -0.581 0.447
-0.376 0.243 0.473
-0.022 0.096 0.189
-0.637 0.930 -0.386
-0.210 0.091 0.031
-0.024 0.709 0.175
-0.092 -0.054 -0.403
0.162 -0.146 -0.392
-0.152 0.056 0.094
-0.141 -0.177 0.087
-0.110 -0.304 0.129
-0.216 -0.477 0.054
-0.232 0.068 0.129
0.198 0.082 -0.160
-0.371 -0.127 0.204
-0.187 0.125 -0.018
-0.187 0.327 0.018
0.026 -0.022 -0.023
0.167 0.227 0.164
-0.079 -0.155 -0.043
0.036 -0.065 -0.023
0.298 -0.110 -0.424
0.044 0.160 0.212
0.096 0.352 -0.309
0.250 0.207 0.371
0.089 -0.113 0.140
-0.224 -0.025 -0.083
0.068 -0.130 -0.135
-0.082 -0.020 -0.171
0.206 -0.118 -0.123
0.072 0.319 -0.089
-0.098 -0.080 0.034
0.082 0.016 0.059
0.134 -0.020 0.117
0.107 -0.154 0.183
0.146 0.032 0.343
-0.123 0.137 0.033
-0.041 0.125 0.010
-0.317 0.103 -0.449
0.330 -0.083 0.241
-0.221 0.228 0.049
-0.052 0.005 -0.271
0.016 -0.200 -0.132
-0.106 -0.049 -0.031
0.294 0.317 0.051
0.043 0.017 -0.281
0.149 -0.015 0.280
0.118 0.109 0.022
-0.273 0.197 -0.109
0.010 0.019 0.024
-0.584 0.413 0.173
-0.464 0.057 -0.129
-0.087 -0.212 0.088
-0.286 0.617 0.186
0.075 0.197 0.014
0.298 -0.252 -0.065
0.043 -0.156 -0.141
-0.282 -0.466 -0.196
0.275 0.017 0.125
-0.083 0.360 -0.155
0.172 0.023 0.063

For the total energy, the calculation gives -2551.93954 Eh. The LUMO energy (alpha / beta) is -2.71 / -2.44 eV. As for the energy above the lowest of the compared OMol25 structures with the same formula, charge and spin: 0.0 kcal per mole. As for the multiplicity: 1. As for the total charge: +1.